# 1
The following is a DFT calculation (ωB97M-V/def2-TZVPD) of an isolated ion of composition CH2N5 and charge +1 at a distorted geometry.

Structure (XYZ):
```
8
Properties=species:S:1:pos:R:3
C -0.969 -0.151 0.321
N -1.472 0.855 -0.096
N 2.366 -1.228 0.173
N -1.992 1.627 -0.805
N 1.205 -1.088 0.328
N 0.197 -0.575 0.062
H 2.912 -2.003 0.522
H -2.247 2.563 -0.504
```

As for the total energy: -8505.120 eV. The value obtained for the energy relative to the best compared isomer or geometry (same formula, charge and spin) is 2.8817 eV. The value obtained for the highest occupied orbital energy (spin up / spin down) is -14.7 / -14.7 eV. Its charge is +1. As for the SMILES: [H]/N=N/C#[N+]/N=N/[H]. The calculation puts the LUMO energy (spin up / spin down) at -0.235 / -0.235 Eh. The value obtained for the HOMO-LUMO gap (spin up / spin down) is 8.3 / 8.3 eV.

These are the Mulliken partial charges, in e, on atoms 1 to 2: 0.108 0.551

# 2
The following is a DFT calculation (ωB97M-V/def2-TZVPD) of C35H20Cl3F4N10OReS5Sb as an isolated structure.

Structure (XYZ):
```
80
Properties=species:S:1:pos:R:3
Re 0.295 0.169 -0.114
N 2.628 -3.567 -0.312
C 1.860 -2.506 -0.035
S 1.904 -1.192 -1.204
N 1.162 -2.529 1.069
N 0.414 -1.404 1.252
C -0.325 -1.355 2.306
C -1.096 -0.147 2.490
C -1.894 0.088 3.597
C -2.560 1.297 3.701
C -2.394 2.248 2.708
C -1.577 1.954 1.633
N -0.952 0.779 1.508
H 3.150 -3.615 -1.167
H 2.614 -4.357 0.311
H -0.338 -2.178 3.008
H -1.986 -0.677 4.355
H -3.200 1.497 4.550
H -2.897 3.204 2.742
H -1.418 2.670 0.842
S -4.207 1.927 -0.470
Sb -3.983 -0.073 -1.463
S -1.525 -0.965 -1.195
S -2.972 -1.638 0.173
Cl -1.478 10.745 -5.876
C -1.289 9.368 -4.847
C -2.338 8.963 -4.038
C -2.171 7.861 -3.217
C -0.974 7.151 -3.187
C -0.829 5.934 -2.306
C -1.112 4.647 -3.125
N -0.304 3.495 -2.716
C 1.033 3.298 -2.973
C 1.397 2.191 -2.280
N 0.292 1.704 -1.605
C -0.714 2.510 -1.908
O -1.729 6.088 -1.224
C -1.505 5.173 -0.164
C -2.274 5.595 1.043
C -1.733 5.898 2.256
Cl -0.062 5.905 2.673
S -2.909 6.293 3.440
C -4.171 6.050 2.305
C -3.698 5.683 1.087
C 0.052 7.586 -4.017
Cl 1.578 6.744 -4.042
C -0.085 8.687 -4.845
H -3.271 9.508 -4.049
H -2.978 7.549 -2.568
H 0.195 5.873 -1.918
H -0.924 4.830 -4.181
H -2.161 4.369 -3.008
H 1.594 3.962 -3.605
H 2.360 1.715 -2.212
H -1.736 2.388 -1.575
H -0.434 5.115 0.062
H -1.863 4.182 -0.459
H -5.196 6.196 2.603
H -4.330 5.476 0.235
H 0.733 9.006 -5.474
F 2.254 1.810 3.800
C 2.750 3.013 4.076
C 2.986 3.347 5.356
F 2.721 2.466 6.301
C 3.515 4.642 5.734
C 3.769 5.538 4.624
C 3.527 5.194 3.345
F 3.779 6.066 2.382
C 2.999 3.907 2.977
C 2.732 3.559 1.676
C 2.180 2.312 1.284
N 1.670 1.425 0.755
C 2.901 4.416 0.537
N 2.947 5.011 -0.444
F 4.254 6.736 4.878
C 3.751 4.991 7.035
C 4.268 6.265 7.434
N 4.679 7.262 7.832
C 3.500 4.121 8.145
N 3.324 3.479 9.081
```

As for the total energy: -164842.681 eV. The value obtained for the energy relative to the best compared isomer or geometry (same formula, charge and spin) is 0.0000 eV. The value obtained for the highest occupied orbital energy (spin up / spin down) is -10.2 / -10.4 eV. Its charge is +1. The calculation puts the LUMO energy (spin up / spin down) at -0.217 / -0.212 Eh. Its spin multiplicity is 3. The value obtained for the HOMO-LUMO gap (spin up / spin down) is 4.2 / 4.6 eV.

These are the Mulliken partial charges, in e, on atoms 1 to 2: 0.357 -0.390

# 3
The following is a DFT calculation (ωB97M-V/def2-TZVPD) of C37H56N8O10OsP3Te as an isolated structure at a distorted geometry.

Structure (XYZ):
```
116
Properties=species:S:1:pos:R:3
Os 0.254 0.074 -0.717
C 6.058 2.692 -0.154
C 5.907 1.522 -1.107
C 6.099 1.907 -2.560
O 4.604 0.867 -0.887
P 3.163 1.203 -1.322
O 2.278 0.390 -0.400
C 2.730 2.957 -1.184
P 0.938 3.167 -1.487
O 0.124 2.142 -0.710
O 0.658 2.963 -2.997
C 1.012 3.963 -4.043
C 1.605 3.210 -5.213
C -0.238 4.741 -4.393
O 0.523 4.628 -1.183
C 0.636 5.451 0.038
C 0.423 4.612 1.284
C 1.955 6.196 0.027
O 2.922 0.910 -2.841
C 2.793 -0.459 -3.377
C 1.440 -0.549 -4.058
C 3.934 -0.715 -4.339
H 7.099 3.010 -0.132
H 5.772 2.399 0.856
H 5.452 3.542 -0.474
H 6.611 0.739 -0.832
H 5.320 2.603 -2.883
H 6.080 1.034 -3.210
H 7.066 2.393 -2.679
H 3.284 3.570 -1.897
H 2.974 3.276 -0.169
H 1.758 4.640 -3.616
H 0.846 2.589 -5.690
H 2.434 2.585 -4.884
H 1.978 3.926 -5.944
H -1.016 4.069 -4.754
H -0.008 5.464 -5.175
H -0.609 5.279 -3.522
H -0.181 6.162 -0.074
H 1.188 3.832 1.355
H -0.560 4.142 1.263
H 0.494 5.246 2.165
H 2.788 5.545 0.298
H 1.917 7.011 0.748
H 2.140 6.635 -0.953
H 2.837 -1.158 -2.536
H 1.432 0.044 -4.972
H 0.652 -0.159 -3.402
H 1.225 -1.587 -4.313
H 4.020 0.109 -5.048
H 3.739 -1.630 -4.897
H 4.879 -0.830 -3.811
C -5.269 -0.416 -0.877
N -3.851 -0.399 -1.224
C -2.834 0.125 -0.564
N -1.700 -0.214 -1.196
C -2.125 -0.949 -2.277
N -3.415 -1.075 -2.305
C -5.604 -1.612 -0.007
C -6.523 -2.569 -0.417
C -6.909 -3.578 0.459
C -6.402 -3.626 1.746
C -5.459 -2.680 2.150
C -5.045 -1.692 1.260
C -4.996 -2.628 3.524
N -5.573 -3.098 4.587
N -4.864 -2.673 5.657
C -3.873 -1.962 5.215
O -3.892 -1.909 3.853
C -2.866 -1.210 5.941
C -3.105 -0.764 7.236
C -2.174 0.064 7.845
C -1.016 0.432 7.180
C -0.753 -0.047 5.898
C 0.560 0.330 5.247
N 0.643 0.017 3.825
C -0.130 0.405 2.808
N 0.311 -0.161 1.688
C 1.400 -0.885 2.098
N 1.613 -0.799 3.381
C -1.679 -0.870 5.287
H -5.828 -0.446 -1.809
H -5.505 0.504 -0.343
H -2.901 0.749 0.311
H -1.473 -1.373 -3.019
H -6.956 -2.525 -1.409
H -7.637 -4.314 0.144
H -6.739 -4.370 2.454
H -4.321 -0.954 1.588
H -4.016 -1.050 7.743
H -2.360 0.434 8.844
H -0.304 1.084 7.672
H 1.375 -0.226 5.709
H 0.760 1.392 5.392
H -0.976 1.067 2.895
H 2.034 -1.439 1.425
H -1.498 -1.283 4.302
C -1.442 -5.822 -2.539
C -2.029 -4.722 -1.683
O -1.155 -3.552 -1.649
P -0.162 -3.276 -0.465
O 0.547 -1.966 -0.828
Te -1.462 -3.186 1.576
O 0.890 -4.423 -0.520
C 1.406 -5.249 0.566
C 2.437 -4.515 1.392
H -2.073 -6.707 -2.467
H -0.434 -6.079 -2.214
H -1.399 -5.507 -3.581
H -2.214 -5.068 -0.658
H -2.973 -4.367 -2.094
H 1.841 -6.109 0.065
H 0.573 -5.585 1.186
H 3.223 -4.116 0.751
H 2.892 -5.209 2.097
H 1.978 -3.700 1.956
```

As for the total energy: -109283.970 eV. The value obtained for the highest occupied orbital energy (spin up / spin down) is -14.5 / -14.5 eV. Its charge is +3. The calculation puts the LUMO energy (spin up / spin down) at -0.272 / -0.371 Eh. Its spin multiplicity is 5. The value obtained for the HOMO-LUMO gap (spin up / spin down) is 7.1 / 4.4 eV.

These are the Mulliken partial charges, in e, on atoms 1 to 2: 5.116 -1.314

# 4
The following is a DFT calculation (ωB97M-V/def2-TZVPD) of C24H21FN4O8W as an isolated structure at a distorted geometry.

Structure (XYZ):
```
59
Properties=species:S:1:pos:R:3
W 0.039 0.056 0.038
O 0.035 -5.041 -3.350
C 0.103 -3.957 -2.662
C 1.222 -3.072 -2.652
C 1.157 -1.962 -1.873
N 0.072 -1.675 -1.107
C -1.013 -2.500 -1.127
C -1.043 -3.630 -1.873
C -2.118 -1.937 -0.261
O -3.173 -2.374 -0.034
O -1.640 -0.704 0.255
C 2.194 -0.865 -1.747
O 3.243 -0.793 -2.247
O 1.650 0.116 -0.886
H 0.804 -5.288 -3.890
H 2.103 -3.275 -3.250
H -1.905 -4.288 -1.890
F -2.469 5.355 -3.060
C -2.061 5.323 -1.799
C -1.547 4.164 -1.329
C -1.016 4.072 -0.020
C -0.499 2.864 0.456
O -0.516 1.744 -0.354
C 0.013 2.811 1.758
C -0.007 3.986 2.503
N -0.478 5.152 2.083
C -0.381 6.232 3.070
C -0.112 7.682 2.768
C -1.444 7.273 3.315
C -1.013 5.249 0.798
C -1.548 6.420 0.277
C -2.101 6.523 -1.011
N -2.598 7.691 -1.489
C -3.515 7.826 -2.629
C -4.712 8.697 -2.246
N -4.256 10.045 -1.777
C -3.311 9.901 -0.626
C -2.144 9.009 -1.043
C 0.578 1.634 2.489
O 1.005 1.637 3.574
O 0.532 0.432 1.704
H -1.511 3.310 -1.991
H 0.395 3.939 3.506
H 0.103 5.864 3.960
H 0.008 8.005 1.745
H 0.580 8.170 3.441
H -2.331 7.278 2.697
H -1.655 7.481 4.355
H -1.568 7.305 0.885
H -3.908 6.872 -2.954
H -2.983 8.270 -3.477
H -5.277 8.242 -1.434
H -5.373 8.813 -3.104
H -5.062 10.616 -1.505
H -3.800 10.547 -2.545
H -3.866 9.460 0.201
H -2.950 10.882 -0.319
H -1.431 8.945 -0.227
H -1.615 9.477 -1.883
```

As for the total energy: -52073.470 eV. The value obtained for the highest occupied orbital energy is -19.1 eV. Its charge is +4. The calculation puts the LUMO energy at -0.502 Eh. The value obtained for the HOMO-LUMO gap is 5.5 eV.

These are the Mulliken partial charges, in e, on atoms 1 to 2: 2.119 -0.385

> The highest charge belongs to which entry?

C24H21FN4O8W